117
Properties=species:S:1:pos:R:3:forces:R:3:lowdin_spin:R:1 method="wB97M-V/def2-TZVPD" homo_energy_ev=0.31 molar_mass_g_mol=1340.9 total_charge=-2 gap_ev=2.799 lumo_energy_ev=3.1 spin_multiplicity=2 energy_ev=-106781.713
Rb -16.124 -9.858 19.448 0.329 0.450 -0.528 0.001
I -19.808 -8.337 23.830 -0.301 -0.182 -0.488 0.000
C -18.150 -9.576 23.925 1.248 -0.202 -1.116 0.000
C -17.756 -9.929 25.189 -0.674 -0.066 1.184 0.000
C -16.530 -10.404 25.523 0.952 -0.792 -0.209 0.000
I -15.937 -10.264 27.542 -0.131 -0.366 -0.172 0.000
C -15.605 -10.714 24.495 0.835 0.804 -0.547 0.000
C -14.287 -11.181 24.713 0.424 -0.498 0.069 0.000
C -13.354 -11.254 23.665 -1.081 1.462 1.020 0.000
C -13.732 -10.681 22.448 -2.865 -0.720 0.415 0.000
N -15.023 -10.356 22.150 1.527 -0.298 0.665 0.000
C -15.949 -10.376 23.129 0.513 0.065 0.722 0.000
C -17.303 -9.897 22.779 -1.621 -0.690 1.078 0.000
O -17.751 -9.949 21.622 0.231 0.604 -0.514 0.000
H -18.482 -9.941 25.993 -0.120 0.774 0.078 0.000
H -14.043 -11.472 25.758 0.069 0.193 -0.962 0.000
H -12.306 -11.450 23.832 -0.008 -0.411 0.128 0.000
H -13.043 -10.602 21.663 0.861 0.233 -1.091 0.000
O -15.402 -8.359 14.755 0.389 2.192 1.667 0.000
C -15.536 -9.248 14.027 -0.389 -3.872 -2.908 0.000
C -15.350 -10.238 13.076 -0.285 2.237 4.366 0.000
C -15.399 -9.796 11.748 0.217 -0.523 -2.558 0.000
C -15.083 -10.694 10.782 -0.644 0.707 -0.365 0.000
C -14.827 -12.038 11.132 0.989 -1.888 -0.929 0.000
C -14.743 -12.515 12.426 -0.377 1.534 -0.057 0.000
C -15.085 -11.632 13.445 0.049 -1.225 1.112 0.000
P -14.949 -12.039 15.210 -0.988 0.026 -1.011 0.000
C -15.177 -13.871 15.349 0.359 -0.997 0.867 0.000
C -14.523 -14.638 16.405 -2.802 -0.143 -2.443 0.000
C -14.935 -15.965 16.628 2.220 1.013 0.657 0.000
C -15.918 -16.631 15.920 -0.329 0.953 -1.069 0.000
C -16.486 -15.925 14.854 0.683 1.052 0.166 0.000
C -16.094 -14.578 14.564 -0.548 -1.681 0.641 0.000
C -13.177 -11.921 15.387 0.838 -0.535 0.935 0.000
C -12.330 -12.975 14.955 0.707 1.289 -0.021 0.000
C -10.925 -12.862 15.109 -2.440 -2.335 -0.871 0.000
C -10.426 -11.795 15.736 1.960 2.599 1.245 0.000
C -11.242 -10.729 16.072 -1.942 1.740 1.322 0.000
C -12.669 -10.760 16.013 2.340 -1.591 -1.448 0.000
H -15.677 -8.788 11.529 0.026 0.515 -0.138 0.000
H -15.059 -10.428 9.708 -0.079 0.005 0.731 0.000
H -14.583 -12.737 10.348 0.087 -0.110 -0.362 0.000
H -14.370 -13.514 12.628 -0.307 -0.020 -0.017 0.000
H -13.739 -14.185 16.950 0.646 0.227 0.619 0.000
H -14.231 -16.475 17.286 -0.676 -0.365 0.326 0.000
H -16.163 -17.658 16.124 -0.041 -0.256 0.031 0.000
H -17.198 -16.367 14.166 -0.055 -0.175 0.199 0.000
H -16.591 -14.194 13.688 0.182 0.732 0.005 0.000
H -12.796 -13.822 14.454 0.342 0.124 0.139 0.000
H -10.279 -13.658 14.781 0.105 -0.293 -0.072 0.000
H -9.352 -11.704 16.011 -0.759 -0.147 -0.544 0.000
H -10.867 -9.788 16.506 0.363 -0.675 -0.152 0.000
H -13.284 -9.925 16.332 0.022 -0.086 0.042 0.000
N -17.519 -15.767 19.060 -0.695 0.349 0.830 0.000
N -17.926 -14.433 19.257 -0.297 1.395 0.493 0.000
N -18.772 -14.045 20.239 0.874 0.454 -1.202 0.000
C -18.639 -12.695 20.169 0.455 -1.182 0.199 0.000
N -17.726 -12.327 19.264 -0.614 -0.355 -0.741 0.000
N -17.319 -13.410 18.638 -0.153 -1.296 1.142 0.000
H -18.247 -16.431 19.414 0.873 1.141 -1.012 0.000
H -17.132 -15.861 18.117 -0.480 -0.155 0.251 0.000
H -19.143 -11.963 20.791 0.090 -0.387 0.011 0.000
C -20.738 -4.474 15.122 0.585 1.248 0.077 0.002
C -19.558 -4.341 16.095 -0.752 -0.228 -0.375 0.008
C -19.427 -5.191 17.182 0.059 -0.985 0.619 0.005
C -18.207 -5.249 17.878 -1.666 -0.985 1.738 0.031
C -18.211 -6.223 19.097 0.363 -0.205 -1.763 0.008
C -17.234 -4.326 17.643 1.384 1.113 -0.826 0.207
Te -15.369 -4.193 18.919 -0.107 0.834 0.133 0.333
N -15.161 -6.154 18.862 1.218 -0.968 -1.580 0.023
C -14.194 -6.796 18.100 -1.791 0.156 1.803 0.003
O -14.278 -8.045 17.999 0.796 1.042 -0.212 -0.004
C -12.991 -6.002 17.637 1.121 -0.043 0.018 0.007
C -11.712 -6.308 18.194 -1.958 -0.259 -0.847 0.000
C -10.651 -5.503 17.855 1.115 0.182 -0.048 0.001
C -10.744 -4.486 16.921 -0.266 1.007 -0.916 0.000
C -11.997 -4.136 16.409 0.437 0.148 -0.491 0.002
C -13.093 -4.897 16.778 -0.410 -0.423 0.188 0.007
C -14.573 -3.888 21.059 0.467 0.404 0.977 0.217
C -14.104 -2.601 21.449 0.067 0.784 0.586 0.039
C -14.334 -1.349 20.594 -0.207 0.003 -0.945 0.008
C -13.563 -2.346 22.758 -0.809 0.870 -1.277 0.007
C -13.454 -3.400 23.618 0.320 -1.418 1.474 0.009
C -12.967 -3.252 25.076 0.349 -0.345 -0.543 0.002
C -13.865 -4.680 23.210 0.820 -0.654 0.087 0.002
C -14.523 -4.942 22.011 -0.207 1.208 -0.349 0.022
C -15.227 -6.247 21.802 0.324 -0.765 -0.657 0.003
C -17.391 -3.334 16.636 -0.834 -0.405 0.158 0.028
C -16.407 -2.222 16.322 0.723 -0.931 0.011 0.003
C -18.569 -3.372 15.871 0.165 0.013 -0.452 0.005
H -21.219 -3.473 15.054 0.010 -0.616 -0.119 0.000
H -21.470 -5.196 15.478 0.074 -0.060 -0.158 0.000
H -20.368 -4.720 14.097 -0.345 -0.053 0.798 0.001
H -20.212 -5.887 17.634 0.731 1.000 -1.459 0.001
H -19.223 -6.569 19.253 -0.258 -0.138 0.077 0.000
H -17.901 -5.699 19.965 0.469 0.451 0.944 0.004
H -17.550 -7.105 18.972 -0.287 0.717 -0.069 0.001
H -11.638 -7.248 18.746 0.187 0.578 0.227 0.000
H -9.671 -5.610 18.297 0.135 -0.580 0.092 0.000
H -9.845 -3.987 16.496 -0.634 -0.275 0.800 0.000
H -12.129 -3.289 15.691 0.219 -0.888 0.659 0.000
H -14.061 -4.644 16.368 -0.070 -0.102 -0.069 0.004
H -13.724 -1.252 19.660 0.017 -0.203 0.884 0.001
H -14.340 -0.372 21.127 0.437 -0.838 -0.007 0.000
H -15.336 -1.416 20.183 -0.416 -0.030 -0.079 0.005
H -13.321 -1.284 23.082 -0.271 -1.445 -0.519 0.001
H -13.623 -2.506 25.582 0.743 -0.474 -0.091 0.000
H -11.893 -2.951 25.056 -0.779 0.183 0.313 0.000
H -12.998 -4.236 25.625 -0.213 1.019 -0.578 0.000
H -13.496 -5.571 23.770 -0.863 0.770 0.105 0.001
H -14.774 -6.979 22.527 -0.404 0.203 -1.064 0.000
H -15.218 -6.491 20.668 0.274 -0.299 1.958 0.001
H -16.299 -6.204 22.062 0.313 0.341 0.089 0.000
H -15.370 -2.617 16.099 -1.072 0.503 0.373 0.000
H -16.358 -1.461 17.104 0.172 -0.153 0.110 0.000
H -16.797 -1.749 15.437 0.137 0.398 -0.456 0.000
H -18.730 -2.643 15.029 0.281 -0.757 0.843 0.001

***

10
Properties=species:S:1:pos:R:3:forces:R:3:mulliken_charge:R:1 method="wB97M-V/def2-TZVPD" homo_energy_ev=0.18 molar_mass_g_mol=118.0 total_charge=-2 gap_ev=6.936 lumo_energy_ev=7.1 de_lowest_kj_mol=170.3 energy_ev=-13273.888
O -2.652 0.731 0.523 0.015 -0.044 -0.040 -0.752
C -2.176 -0.281 -0.050 0.903 0.581 0.359 0.558
O -2.759 -1.132 -0.726 -1.148 -0.839 -0.833 -0.761
N -0.766 -0.587 0.159 0.309 1.203 0.044 -0.457
C 0.183 0.233 -0.051 1.854 -0.779 1.729 0.559
O 0.566 1.284 -0.641 -1.366 -0.138 0.046 -0.722
N 1.617 -0.370 0.758 -1.706 2.293 -0.094 -0.522
O 2.648 0.309 0.005 -0.858 0.419 0.175 -0.538
H 1.415 -1.221 0.326 0.537 -2.184 -0.955 0.230
H 1.923 1.035 -0.302 1.459 -0.511 -0.431 0.405